(1)
C47H55N9O3SSeW as an isolated structure at a distorted geometry, computed with the ωB97M-V functional and the def2-TZVPD basis.

The highest occupied orbital energy (spin up / spin down) comes out at -0.652 / -1.865 eV. As for the gap between HOMO and LUMO (spin up / spin down): 4.8 / 6.0 eV. The value obtained for the molecular weight is 1088.88 u. Its total energy is -147192.60772 eV.

```
! RIJCOSX wB97M-V def2-TZVPD def2/J DEFGRID3
* xyz -2 3
W -5.81300 -18.29763 1.08945
C -7.00001 -23.03777 -3.66830
C -5.57695 -23.46066 -3.07841
C -4.70565 -24.05357 -4.22935
C -5.83838 -24.39965 -1.88496
C -5.74382 -25.78544 -2.16315
C -6.14486 -26.68262 -1.24440
C -6.66875 -26.22998 0.00133
C -6.68985 -24.86203 0.35334
C -7.21272 -24.63309 1.74014
C -7.88922 -23.29653 2.09363
C -6.04637 -24.81674 2.73187
C -6.27969 -23.90376 -0.64977
N -6.14883 -22.49500 -0.41603
C -7.17245 -21.75041 -0.60109
C -7.46065 -20.30303 -0.83073
C -8.68324 -20.01270 -1.34874
C -8.67417 -18.74227 -1.81750
C -7.48780 -18.19112 -1.51517
N -6.73963 -19.02501 -0.77342
C -7.12107 -16.91001 -2.12474
C -8.04728 -15.72534 -1.68142
C -7.13655 -17.00677 -3.72280
C -5.68795 -16.52723 -1.71488
H -6.81249 -22.52696 -4.65412
H -7.53677 -22.35719 -3.04366
H -7.71236 -23.87978 -3.94952
H -5.15749 -22.54955 -2.58174
H -5.23530 -24.95902 -4.60274
H -3.75652 -24.37890 -3.83151
H -4.56194 -23.35683 -5.09427
H -5.38567 -26.11125 -3.11286
H -6.15416 -27.76510 -1.42409
H -6.97267 -26.93201 0.78113
H -8.01461 -25.42144 1.82955
H -7.22499 -22.47078 2.04739
H -8.15782 -23.39038 3.13893
H -8.79366 -23.14376 1.53079
H -5.38984 -25.70474 2.48300
H -6.31025 -24.96955 3.79928
H -5.40894 -23.93366 2.58428
H -8.08096 -22.27443 -0.71547
H -9.41340 -20.84439 -1.68523
H -9.48451 -18.23384 -2.38982
H -9.03157 -15.78207 -2.05924
H -7.64744 -14.77906 -2.04930
H -8.10030 -15.65695 -0.59435
H -8.15696 -17.23169 -4.04986
H -6.38955 -17.75205 -4.04773
H -6.83638 -16.00389 -4.02973
H -5.63269 -16.23851 -0.67491
H -5.45394 -15.58531 -2.27977
H -5.02473 -17.34718 -1.87677
C -3.14360 -18.77278 -3.45854
C -4.06664 -19.73990 -2.64729
C -3.24959 -20.51957 -1.62036
C -2.65416 -21.66276 -2.08541
C -1.90542 -22.46712 -1.27317
C -1.68358 -22.03267 0.04587
C -2.19512 -20.82516 0.51003
C -2.00939 -20.40014 1.97078
C -0.59727 -19.84321 2.23879
C -3.01807 -20.05264 -0.33782
N -3.51782 -18.81944 0.10051
C -2.78455 -17.74644 0.09788
C -3.34118 -16.58990 0.68867
C -2.78747 -15.35041 0.92098
C -3.77813 -14.63793 1.59100
C -4.88238 -15.43389 1.79554
N -4.62949 -16.61167 1.22534
H -3.53974 -18.45587 -4.43681
H -2.16815 -19.30077 -3.65860
H -2.83756 -17.91847 -2.81619
H -4.55299 -20.47795 -3.32048
H -4.93925 -19.31332 -2.13392
H -2.98752 -22.00495 -3.04196
H -1.41810 -23.35448 -1.64701
H -1.11255 -22.66487 0.76538
H -2.21644 -21.32056 2.60653
H -2.74521 -19.61840 2.31955
H 0.12616 -20.63800 1.86109
H -0.35725 -19.70812 3.27155
H -0.42391 -18.95890 1.63207
H -1.78101 -17.78389 -0.25163
H -1.83776 -14.98462 0.64207
H -3.69055 -13.61938 1.96697
H -5.77820 -15.33842 2.38983
N -0.93918 -18.58472 9.02649
C -1.89056 -18.62080 7.92523
C -3.04342 -17.88099 7.97339
C -3.91959 -17.78431 6.95147
C -3.57439 -18.44711 5.77712
C -2.44013 -19.19519 5.63427
C -1.62908 -19.33099 6.72939
S -4.29538 -17.75836 4.28639
O -4.77839 -16.42864 4.69022
O -3.12742 -17.87968 3.43330
N -5.43524 -18.69687 3.59102
C -6.42468 -19.16823 4.38392
N -7.31695 -20.08967 3.75727
C -8.21612 -20.65294 4.56716
C -8.45307 -20.28920 5.89778
C -7.47134 -19.43343 6.38022
N -6.48516 -18.84426 5.65054
H -1.10570 -17.78838 9.68214
H 0.00763 -18.57601 8.72875
H -3.32544 -17.23618 8.80558
H -4.77008 -17.09813 6.96997
H -2.13741 -19.57058 4.72704
H -0.69444 -19.92384 6.65100
H -8.80000 -21.47260 4.16144
H -9.19546 -20.64359 6.56840
H -7.45566 -19.12814 7.40128
O -4.70660 -22.07794 2.68745
C -5.14188 -21.13131 2.09025
N -5.48828 -20.26053 1.35039
Se -7.83549 -17.36421 1.87166
*
```

(2)
An isolated ion of composition NS5 and charge -1 at a distorted geometry, computed with the ωB97M-V functional and the def2-TZVPD basis.

The highest occupied orbital energy (spin up / spin down) comes out at -3.487 / -3.326 eV. As for the gap between HOMO and LUMO (spin up / spin down): 6.6 / 5.2 eV. Its SMILES is S=NSSS[S-]. The value obtained for the molecular weight is 174.34 u. Its total energy is -55666.11224 eV. The value obtained for the energy above the lowest of the compared OMol25 structures with the same formula, charge and spin is 7.6 kcal per mole.

```
! RIJCOSX wB97M-V def2-TZVPD def2/J DEFGRID3
* xyz -1 1
S -0.43215 -2.78922 -0.05069
N -0.75651 -1.55220 0.84592
S -0.84473 -0.16799 1.47778
S -0.26716 2.10594 0.58052
S 1.33493 2.45254 -0.63949
S 1.14258 2.56518 -2.55838
*
```

(3)
The molecule C7H16N2O at a distorted geometry, computed with the ωB97M-V functional and the def2-TZVPD basis.

The highest occupied orbital energy comes out at -7.973 eV. As for the gap between HOMO and LUMO: 8.9 eV. Its SMILES is CC(=O)[C@H](C)[C@H](N)[C@@H](C)N. The value obtained for the molecular weight is 144.22 u. Its total energy is -12544.99310 eV. The value obtained for the energy above the lowest of the compared OMol25 structures with the same formula, charge and spin is 52.6 kcal per mole.

```
! RIJCOSX wB97M-V def2-TZVPD def2/J DEFGRID3
* xyz 0 1
C 3.15270 0.20535 -0.94756
C 1.90507 -0.57404 -1.31721
O 2.01895 -1.63766 -1.92151
C 0.25388 -0.13374 -0.78644
C -0.12372 1.23348 -1.32036
C 0.14290 -0.35279 0.67644
N 0.70968 -1.58776 1.13427
C -1.63328 -0.33494 1.01455
C -2.00784 0.96199 1.70856
N -2.58029 -0.66330 -0.01135
H 3.37104 0.14156 0.12041
H 3.00676 1.25215 -1.22660
H 4.01767 -0.18369 -1.49654
H -0.26074 -0.91452 -1.35220
H -1.19965 1.31591 -1.49867
H 0.16473 2.02949 -0.62806
H 0.37538 1.43027 -2.27481
H 0.57009 0.47915 1.24298
H 0.53150 -2.36877 0.49825
H 0.66608 -1.69621 2.14323
H -1.66719 -1.14536 1.74817
H -3.03465 0.92084 2.09489
H -1.35492 1.14048 2.56772
H -1.93889 1.81934 1.03244
H -2.79305 0.11852 -0.62363
H -2.29222 -1.45575 -0.57696
*
```

(4)
A 3-piece molecular cluster, C26H39F7N4O7P overall at a distorted geometry, computed with the ωB97M-V functional and the def2-TZVPD basis.

The highest occupied orbital energy comes out at -11.214 eV. As for the gap between HOMO and LUMO: 6.1 eV. The value obtained for the molecular weight is 683.58 u. Its total energy is -76173.53592 eV.

```
! RIJCOSX wB97M-V def2-TZVPD def2/J DEFGRID3
* xyz 1 1
C 0.13105 -2.73062 -1.90709
P -0.80358 -2.06202 -0.34792
C 0.26396 -2.30493 1.22676
C -1.02859 -0.18129 -0.73217
C -2.56514 0.32652 -1.02755
N -2.93389 1.77318 -1.35649
C -4.40779 2.05993 -1.57076
C -4.87149 2.08453 -3.15352
C -6.52620 2.22138 -3.17352
F -6.91172 3.55501 -2.59356
C -1.82152 2.83854 -1.45450
C -2.26921 4.37131 -1.86026
C -2.55917 5.36065 -0.58494
N -2.03999 4.76053 0.70305
N -4.03677 5.65185 -0.44110
N -1.83836 6.71199 -0.77449
C -0.21255 2.47552 -1.18068
C 0.97090 3.64259 -1.30277
O 1.09095 4.48589 -0.27447
C 1.83375 3.66650 -2.69774
F 2.21787 2.28264 -3.07888
F 0.87044 4.12612 -3.76749
C 3.07543 4.73979 -2.72677
F 3.43576 4.91073 -4.18413
F 2.64787 6.11634 -2.28050
C 4.44546 4.23616 -1.97967
F 5.40756 5.39869 -2.05464
F 5.14131 3.10405 -2.65610
C 4.27785 3.87740 -0.38837
O 4.48440 2.59004 0.00612
O 3.95700 4.91828 0.64160
C 0.21191 0.91479 -0.78135
C 1.75682 0.47531 -0.45158
O 2.61415 -0.10121 -1.31862
O 2.24872 0.67948 0.92740
H 0.04739 -3.90284 -2.02411
H -0.34468 -2.27719 -2.89764
H 1.25096 -2.36877 -1.86578
H 0.54592 -3.45146 1.40150
H -0.33230 -1.88068 2.15870
H 1.30707 -1.73945 1.19346
H -3.43752 -0.48582 -0.98568
H -4.67948 3.07613 -1.05637
H -5.01568 1.18375 -1.04269
H -4.43426 3.00356 -3.75335
H -4.49680 1.11843 -3.74560
H -7.01199 1.40421 -2.47993
H -6.95429 2.18014 -4.28230
H -1.36411 4.85830 -2.46667
H -3.17869 4.36821 -2.60430
H -2.81919 4.75787 1.42388
H -1.23742 5.32198 1.06276
H -4.61109 5.24966 -1.21463
H -4.16919 6.70187 -0.39649
H -2.01437 7.29667 0.08272
H -0.80289 6.55117 -0.90187
H 3.42061 4.48662 1.39654
H 1.48654 0.67703 1.58472
C 1.50632 -8.17158 0.75411
C 0.32076 -7.66871 1.53662
C 0.30653 -6.19821 1.18018
O 0.83908 -6.08651 -0.14686
C 1.42535 -7.34414 -0.51003
H 1.48184 -9.24717 0.56182
H 2.43239 -7.94010 1.29369
H -0.59471 -8.15014 1.17299
H 0.39638 -7.84626 2.61239
H 0.95305 -5.62071 1.84941
H -0.69921 -5.76921 1.21059
H 0.77120 -7.81579 -1.25143
H 2.40516 -7.17642 -0.96558
C 2.35935 -4.30143 5.54203
C 2.59514 -2.84025 5.25900
C 2.92644 -2.85295 3.78261
O 2.21100 -3.95371 3.20503
C 1.69259 -4.76747 4.26630
H 1.75178 -4.48429 6.43192
H 3.31996 -4.81429 5.67064
H 1.67089 -2.27569 5.42964
H 3.38506 -2.39577 5.86972
H 3.99517 -3.02502 3.61652
H 2.64044 -1.92406 3.28080
H 0.60875 -4.61345 4.30623
H 1.88758 -5.82177 4.05154
*
```

Q: What is the formula in the second record?
A: NS5

Q: The highest molecular weight belongs to which entry?
A: C47H55N9O3SSeW